Molecular formula: C20H44GaNOP3Se
Method: DFT, ωB97M-V/def2-TZVPD

Geometry (Å):
Ga (0.03138, -1.56533, 0.14296)
P (0.37020, 2.04284, 1.91827)
P (-2.37798, 0.34292, -0.10695)
P (2.19170, -0.41852, -0.26604)
H (-1.62999, -3.08025, -2.97705)
C (-0.76109, -2.71684, -2.43052)
C (-0.78393, -2.79550, -1.01693)
H (-1.72414, -3.16947, -0.61922)
C (0.39122, 3.80329, 1.41692)
C (-0.95978, 2.22445, 3.16005)
C (1.75859, 2.15926, 3.10712)
C (-3.35992, -0.38062, -1.46958)
C (-3.40832, -0.35092, 1.30600)
C (-3.21046, 2.01694, -0.14533)
C (2.66405, -1.29013, -1.80333)
C (3.46697, -1.14815, 0.89863)
C (3.04744, 1.15745, -0.61559)
H (0.19420, -2.81739, -2.98410)
H (0.13618, -3.40468, -0.83876)
H (0.51645, 4.41035, 2.31876)
H (-0.54658, 4.07388, 0.91991)
H (1.21878, 4.00446, 0.72579)
H (-0.65623, 3.02881, 3.82786)
H (-1.07837, 1.30369, 3.73272)
H (-1.91272, 2.47153, 2.68919)
H (1.56153, 3.01564, 3.75166)
H (2.70673, 2.30861, 2.58746)
H (1.83105, 1.25636, 3.71849)
H (-4.41050, -0.10211, -1.35812)
H (-3.26906, -1.46528, -1.45858)
H (-2.98934, 0.00317, -2.41934)
H (-4.39406, 0.16799, 1.32954)
H (-2.87027, -0.18905, 2.26541)
H (-3.55043, -1.43607, 1.11912)
H (-4.30207, 1.89391, -0.00044)
H (-3.02305, 2.47758, -1.13485)
H (-2.81108, 2.67718, 0.65176)
H (3.75595, -1.39751, -1.78134)
H (2.36686, -0.68681, -2.66932)
H (2.18692, -2.27588, -1.86379)
H (4.42677, -1.25222, 0.34960)
H (3.13128, -2.14481, 1.24557)
H (3.61481, -0.47812, 1.77290)
H (4.10320, 0.95448, -0.86458)
H (3.02759, 1.82844, 0.25131)
H (2.57262, 1.64613, -1.47323)
C (0.13567, 0.98229, -4.21875)
C (-0.13856, -0.33854, -4.73132)
C (0.37998, -0.67297, -5.98361)
C (1.07190, 0.27283, -6.74407)
C (1.34450, 1.54276, -6.25980)
C (0.91527, 1.87061, -4.97313)
Se (-0.40874, 1.95034, -2.58140)
H (-0.13255, 0.59640, -2.01014)
H (-0.73107, -1.10488, -4.21543)
H (0.21930, -1.67100, -6.38544)
H (1.37888, 0.01437, -7.74581)
H (1.87327, 2.28964, -6.85970)
H (1.16648, 2.88021, -4.57687)
C (-1.64839, -2.64339, 4.48123)
N (-0.38595, -1.94261, 4.21401)
C (0.56397, -1.81565, 5.31344)
C (0.08091, -1.75082, 2.99758)
O (-0.54447, -2.20012, 1.96529)
H (-1.42182, -3.69625, 4.73547)
H (-2.33713, -2.58554, 3.62766)
H (-2.07639, -2.13941, 5.36016)
H (1.55882, -2.18499, 5.03661)
H (0.67726, -0.76846, 5.62535)
H (0.19459, -2.39437, 6.15770)
H (1.02117, -1.19416, 2.86100)

Calculated values
* LUMO level (alpha / beta): -0.4313 / -0.4313 Eh
* total charge: +3
* ΔE to the lowest compared entry with this formula, charge and spin: 1.131 eV

***

Molecular formula: C20H44N4
Method: DFT, ωB97M-V/def2-TZVPD

Geometry (Å):
C (5.45923, 1.11242, 1.43331)
C (4.14498, 0.78961, 2.13476)
C (3.35925, -0.38662, 1.53395)
C (4.20716, -1.65757, 1.49534)
C (2.79271, -0.01086, 0.14937)
C (1.94545, -1.14445, -0.48021)
N (0.70586, -1.28396, 0.25695)
C (-0.45635, -1.78871, -0.45090)
C (-1.70302, -1.41673, 0.36897)
C (-2.94674, -1.24892, -0.50035)
C (-4.20458, -0.94295, 0.31096)
C (-4.14167, 0.41347, 1.01737)
N (-5.47190, 0.86751, 1.39103)
C (-6.04856, 0.13780, 2.50214)
C (-0.41976, -3.30067, -0.74339)
N (0.25817, -3.58889, -1.99200)
C (0.28211, -5.00114, -2.30780)
N (2.00244, 1.19905, 0.29920)
C (1.77131, 1.95278, -0.91774)
C (0.72025, 3.03428, -0.67534)
C (0.62581, 4.02217, -1.84943)
C (-0.84945, 4.40453, -1.91243)
C (-1.54751, 3.07870, -1.62793)
C (-0.70271, 2.45248, -0.51345)
H (5.28956, 1.37302, 0.39258)
H (6.14814, 0.27265, 1.47560)
H (5.93368, 1.96242, 1.91907)
H (4.35336, 0.56331, 3.18347)
H (3.49888, 1.66679, 2.09676)
H (2.50371, -0.55730, 2.19666)
H (4.75324, -1.76694, 2.42998)
H (4.92395, -1.62161, 0.67846)
H (3.58952, -2.54364, 1.36886)
H (3.62667, 0.20059, -0.52849)
H (1.69020, -0.84936, -1.50221)
H (2.54103, -2.06696, -0.54206)
H (0.85257, -1.80883, 1.11230)
H (-0.49915, -1.26589, -1.41347)
H (-1.49234, -0.47909, 0.88458)
H (-1.88102, -2.18167, 1.12855)
H (-2.77669, -0.44069, -1.21499)
H (-3.11269, -2.16380, -1.07300)
H (-5.06657, -0.92413, -0.35812)
H (-4.36222, -1.73735, 1.04239)
H (-3.72916, 1.15034, 0.32327)
H (-3.46931, 0.35032, 1.89074)
H (-5.43027, 1.85369, 1.63029)
H (-5.39690, 0.11009, 3.39002)
H (-6.24792, -0.88665, 2.19122)
H (-6.99384, 0.60204, 2.77722)
H (0.03767, -3.82287, 0.12035)
H (-1.44201, -3.67665, -0.84638)
H (1.20867, -3.23363, -1.95825)
H (0.81940, -5.14645, -3.24320)
H (0.75560, -5.61937, -1.52821)
H (-0.74412, -5.34676, -2.43793)
H (1.10960, 0.91873, 0.69847)
H (2.72154, 2.42140, -1.20079)
H (1.44231, 1.32677, -1.76529)
H (1.00444, 3.56864, 0.23466)
H (1.27923, 4.88289, -1.71565)
H (0.91080, 3.51922, -2.77581)
H (-1.13232, 4.83385, -2.87283)
H (-1.08340, 5.12564, -1.12747)
H (-1.51597, 2.45277, -2.52149)
H (-2.59043, 3.20480, -1.33846)
H (-1.11094, 2.72075, 0.46164)
H (-0.69905, 1.36557, -0.58544)

Calculated values
* LUMO level: 0.0317 Eh
* ΔE to the lowest compared entry with this formula, charge and spin: 0.199 eV
* SMILES: CC[C@H](C)[C@@H](CN[C@H](CCCCNC)CNC)NCC1CCCC1

***

Molecular formula: C20H45BBr3Cl4FN3O9
Method: DFT, ωB97M-V/def2-TZVPD

Geometry (Å):
C (-6.91262, -5.82175, -3.90921)
O (-5.88701, -4.90255, -3.53156)
B (-5.98260, -3.68899, -4.12213)
O (-7.15106, -3.28002, -4.68906)
N (-4.80516, -2.73158, -4.22435)
C (-3.90119, -2.79070, -5.12652)
C (-2.97175, -1.61910, -4.88668)
C (-3.29457, -1.00869, -3.49415)
C (-4.70136, -1.65456, -3.25391)
H (-7.83910, -5.68873, -3.33811)
H (-7.15810, -5.77950, -4.97878)
H (-6.53983, -6.83613, -3.70824)
H (-6.96038, -2.48986, -5.22834)
H (-3.87931, -3.53054, -5.92390)
H (-3.40332, -0.85867, -5.57912)
H (-1.93527, -1.66725, -5.24047)
H (-3.31793, 0.06960, -3.67025)
H (-2.58759, -1.18282, -2.67617)
H (-5.54859, -0.95751, -3.40239)
H (-4.72160, -1.91736, -2.19193)
C (-3.07019, -0.53807, 0.06844)
O (-4.33482, -0.11197, -0.40242)
H (-3.00003, -1.61684, -0.07372)
H (-2.27533, -0.04511, -0.49944)
H (-2.96226, -0.30833, 1.13072)
H (-4.39919, 0.84120, -0.28073)
C (1.84985, -1.54277, 1.03995)
C (0.59001, -0.78248, 0.67249)
O (-0.45042, -1.05329, 1.60989)
H (1.64978, -2.61554, 1.06580)
H (2.65388, -1.35252, 0.32671)
H (2.19828, -1.25588, 2.03786)
H (0.23245, -1.08553, -0.31058)
H (0.77883, 0.29646, 0.65237)
H (-0.13900, -0.77547, 2.47622)
C (-2.76325, 3.18812, -3.06579)
Cl (-3.22308, 2.72046, -4.70576)
Cl (-4.16204, 3.65244, -2.04525)
Cl (-1.90712, 1.83136, -2.31664)
H (-2.10049, 4.03837, -3.13757)
C (-9.21180, -1.73142, -7.55595)
C (-8.04736, -1.17555, -6.88513)
N (-7.12782, -0.73927, -6.35170)
H (-10.01221, -0.99596, -7.62877)
H (-8.96762, -2.05716, -8.56685)
H (-9.60205, -2.59249, -7.01380)
O (-7.42867, -1.64122, -1.44026)
H (-6.50127, -1.69012, -1.19130)
Br (5.56077, -2.77271, -0.48021)
C (5.13814, -1.88020, -2.15907)
C (5.43576, -0.40640, -2.09128)
Br (4.07393, 0.54510, -1.08007)
H (4.09642, -2.09563, -2.37677)
H (5.76844, -2.36328, -2.90354)
H (5.41161, 0.03291, -3.08682)
H (6.39025, -0.18397, -1.62404)
C (4.79304, 1.88532, 6.54962)
C (3.55115, 1.08263, 6.24773)
C (3.82901, -0.23447, 5.52374)
O (4.11521, 0.02015, 4.16302)
C (5.50061, -0.00267, 3.79951)
N (2.69186, 1.91722, 5.33339)
H (5.25576, 2.26730, 5.64043)
H (4.54972, 2.74657, 7.17343)
H (5.52771, 1.28416, 7.08486)
H (2.98406, 0.90843, 7.16316)
H (2.91875, -0.84464, 5.53101)
H (4.60720, -0.81019, 6.02603)
H (6.08338, -0.69162, 4.41288)
H (5.91472, 1.00458, 3.87683)
H (5.56723, -0.31779, 2.75961)
H (2.65058, 2.90481, 5.60551)
H (1.74021, 1.55357, 5.26142)
H (3.09268, 1.84784, 4.38612)
C (7.93427, 4.47625, 5.07922)
C (7.93409, 5.66777, 6.00534)
O (6.61620, 6.16976, 5.87025)
C (5.83915, 5.12080, 5.56358)
O (4.64266, 5.09403, 5.64497)
O (6.57735, 4.04781, 5.17005)
F (8.81662, 6.61208, 5.60451)
H (8.16313, 4.74745, 4.05008)
H (8.62001, 3.69079, 5.40306)
H (8.12365, 5.42170, 7.05483)
Br (-5.71849, 2.39923, -4.10182)
Cl (6.43442, 6.63059, 3.48591)

Calculated values
* LUMO level: 0.0064 Eh
* total charge: -1